Entry 1:
{"formula": "C45H91I2O18P", "method": "ωB97M-V with the def2-TZVPD basis set", "symbols": ["C", "C", "O", "C", "C", "C", "C", "C", "I", "C", "C", "C", "C", "C", "C", "O", "C", "C", "C", "C", "O", "C", "I", "C", "C", "C", "P", "O", "O", "O", "C", "C", "O", "H", "H", "H", "H", "H", "H", "H", "H", "H", "H", "H", "H", "H", "H", "H", "H", "H", "H", "H", "H", "H", "H", "H", "H", "H", "C", "C", "O", "H", "H", "H", "H", "H", "H", "C", "C", "O", "H", "H", "H", "H", "H", "H", "C", "C", "O", "H", "H", "H", "H", "H", "H", "C", "C", "O", "H", "H", "H", "H", "H", "H", "C", "C", "O", "H", "H", "H", "H", "H", "H", "C", "C", "O", "H", "H", "H", "H", "H", "H", "C", "C", "O", "H", "H", "H", "H", "H", "H", "C", "C", "O", "H", "H", "H", "H", "H", "H", "C", "C", "O", "H", "H", "H", "H", "H", "H", "C", "C", "O", "H", "H", "H", "H", "H", "H", "C", "C", "O", "H", "H", "H", "H", "H", "H"], "xyz": [[5.05458, 4.31970, -3.34090], [3.71247, 4.48046, -4.21598], [3.63060, 3.54839, -5.33487], [2.60751, 2.53245, -5.06741], [3.14687, 1.62147, -3.85715], [4.51066, 0.87038, -3.97668], [5.10133, -0.04979, -2.86899], [6.48481, -0.79020, -3.14942], [6.82952, -2.51403, -1.80511], [7.76414, 0.18538, -3.23242], [7.79639, 1.02431, -1.83653], [4.31564, -0.21806, -1.53361], [2.96489, 0.52097, -1.41451], [2.35030, 1.42594, -2.54880], [0.90471, 2.08818, -2.27554], [0.61211, 3.27359, -2.56449], [-0.13850, 1.09833, -1.53983], [-1.63004, 0.97251, -1.91686], [-2.27212, 1.83666, -3.08876], [-1.56310, 1.38854, -4.49049], [-2.45597, 0.57353, -5.29706], [-2.49906, -0.07244, -1.13096], [-4.61002, -0.41321, -1.54657], [-1.87914, -0.96151, 0.00291], [-0.35969, -0.83245, 0.38781], [0.33266, -1.74177, 1.50674], [1.30460, -3.09428, 0.62987], [2.51730, -3.50617, 1.48926], [1.92589, -2.64483, -0.89496], [0.24633, -4.42903, 0.31997], [0.47869, 0.20497, -0.39998], [2.05527, 0.37034, -0.09108], [2.52950, 0.41406, 1.07277], [5.03503, 3.30520, -2.79701], [6.01904, 4.43214, -3.94446], [5.00215, 5.12370, -2.52287], [2.76994, 4.48022, -3.55568], [3.76179, 5.53815, -4.68084], [1.65615, 3.11664, -4.80325], [2.39585, 1.91451, -6.00317], [5.08096, 0.99289, -4.96735], [6.38343, -1.27289, -4.19617], [8.68239, -0.50155, -3.34106], [7.62461, 0.85655, -4.14942], [8.88186, 1.32801, -1.65134], [7.08626, 1.90888, -1.99326], [7.35470, 0.41019, -0.96389], [4.66099, -0.84612, -0.65016], [-2.10367, 2.96080, -2.98554], [-3.38941, 1.66824, -3.24796], [-1.28918, 2.32993, -5.08370], [-0.58221, 0.81771, -4.26880], [-1.92525, -0.15520, -5.69624], [-2.51246, -1.74325, 0.54810], [0.96503, -1.13678, 2.25968], [-0.49576, -2.23055, 2.15074], [1.29929, -2.85418, -1.62426], [0.75065, -4.92805, -0.37710], [-5.24968, 2.26801, 2.82662], [-4.87595, 0.86372, 3.25783], [-5.55152, -0.09276, 2.44845], [-6.32938, 2.41889, 2.90687], [-4.74232, 3.01396, 3.44323], [-4.98103, 2.43579, 1.77900], [-5.16558, 0.69331, 4.29704], [-3.79628, 0.70072, 3.16883], [-5.28247, 0.05987, 1.53311], [-3.82905, -1.01461, -9.84880], [-3.85137, -0.85696, -8.34139], [-2.53998, -0.59792, -7.85449], [-3.16452, -1.83257, -10.13906], [-4.83037, -1.21972, -10.23483], [-3.44668, -0.10801, -10.32701], [-4.21301, -1.77153, -7.86684], [-4.50600, -0.03163, -8.04430], [-2.22990, 0.21698, -8.27100], [-4.38168, -2.09089, 6.78137], [-4.04259, -0.62093, 6.63572], [-5.23420, 0.15512, 6.57207], [-4.99201, -2.42894, 5.93942], [-3.47393, -2.69786, 6.82555], [-4.96551, -2.26511, 7.68790], [-3.47767, -0.44798, 5.71692], [-3.44125, -0.27310, 7.48182], [-5.72426, 0.00450, 7.39101], [-2.70940, -7.49217, -0.39035], [-2.74991, -7.32685, 1.11609], [-1.44502, -7.06692, 1.61731], [-2.04214, -8.31233, -0.66819], [-3.70622, -7.69828, -0.78785], [-2.32015, -6.58813, -0.86830], [-3.11841, -8.23866, 1.59077], [-3.40763, -6.49919, 1.40070], [-1.12852, -6.25283, 1.19913], [8.83829, 5.40211, -0.09344], [7.99338, 5.61629, -1.33354], [6.81206, 4.82625, -1.26414], [9.10964, 4.34787, 0.00841], [9.75267, 5.99932, -0.13564], [8.28028, 5.67632, 0.80661], [8.54607, 5.32086, -2.22834], [7.70781, 6.66799, -1.43533], [6.32492, 5.09968, -0.47500], [-7.78381, -0.82980, -4.90615], [-8.57674, -0.05807, -3.87021], [-7.83172, 0.04756, -2.66192], [-7.54280, -1.83020, -4.53717], [-8.34617, -0.92348, -5.83822], [-6.83358, -0.33016, -5.11728], [-9.51423, -0.57107, -3.64636], [-8.81178, 0.94976, -4.22803], [-7.00741, 0.51084, -2.86776], [9.28375, 9.58131, 1.29829], [8.43525, 9.79430, 0.06030], [7.25322, 9.00580, 0.13249], [9.55451, 8.52712, 1.40084], [10.19823, 10.17754, 1.25242], [8.72889, 9.85728, 2.19982], [8.98486, 9.49722, -0.83544], [8.15069, 10.84626, -0.04218], [6.76761, 9.27975, 0.92164], [-4.53149, -6.06004, 9.42852], [-4.19781, -4.58859, 9.28294], [-5.39249, -3.81705, 9.22091], [-5.14154, -6.39982, 8.58754], [-3.62216, -6.66424, 9.47154], [-5.11441, -6.23665, 10.33736], [-3.63509, -4.41370, 8.36424], [-3.59652, -4.23873, 10.12810], [-5.88055, -3.96998, 10.04083], [3.70768, -5.67603, 3.38597], [4.78680, -5.50181, 4.43561], [5.87282, -4.75606, 3.89893], [4.10647, -6.19103, 2.50800], [2.86708, -6.25239, 3.78193], [3.33876, -4.70453, 3.04527], [5.16821, -6.47352, 4.75749], [4.39781, -4.97510, 5.31385], [5.52796, -3.89579, 3.62490], [-9.64451, 4.48202, -1.78898], [-9.60210, 4.47106, -3.30417], [-8.32937, 4.02511, -3.75729], [-8.86540, 5.13577, -1.38839], [-10.61586, 4.82850, -1.42790], [-9.45747, 3.48088, -1.38948], [-9.76754, 5.47581, -3.69851], [-10.37271, 3.80878, -3.71181], [-8.19377, 3.13260, -3.41206], [1.99066, -5.25012, 7.70788], [1.12588, -4.74428, 6.57072], [0.55188, -3.48842, 6.91601], [1.39926, -5.35694, 8.62110], [2.43499, -6.21716, 7.46001], [2.79333, -4.54035, 7.92911], [0.31314, -5.44476, 6.36750], [1.71401, -4.62272, 5.65544], [1.27730, -2.87314, 7.08559]], "atomic_forces_ev_per_a": [[-1.39, -0.23, 0.37], [1.01, 1.52, 0.14], [-1.22, -0.70, 0.92], [0.52, 0.42, 0.79], [0.59, -2.14, 2.58], [-1.59, -0.54, 2.23], [-2.76, 1.54, 0.63], [-0.61, 0.52, -1.94], [-0.13, 0.90, -0.63], [-0.80, -0.76, 1.60], [-0.21, -0.17, -1.15], [-1.94, 2.72, -2.75], [0.70, 0.21, -1.77], [2.48, -1.42, -0.22], [-0.26, 1.19, -0.08], [0.92, -4.08, 0.73], [-1.02, -2.23, 1.67], [0.40, -1.31, 2.19], [0.88, -0.56, -0.93], [0.41, 0.39, 0.19], [1.38, -0.05, 0.78], [3.99, -0.07, 1.37], [1.55, 0.22, 0.35], [2.26, 2.16, -1.72], [-1.53, 2.47, -2.43], [-1.77, 0.52, -0.58], [3.59, -2.02, 1.62], [-3.43, 1.26, -2.40], [-2.15, -0.90, 1.72], [2.06, 2.25, -0.82], [-2.23, -0.30, -0.66], [0.83, 0.36, 1.04], [-1.76, -0.46, -4.11], [0.23, 1.56, -0.87], [-1.50, -0.13, 0.78], [0.20, -1.19, -1.46], [1.40, -0.35, -0.95], [-0.16, -1.64, 0.56], [1.20, -1.29, -0.07], [0.68, 0.84, 1.22], [-0.93, -0.21, 1.75], [0.05, 0.56, 1.80], [-1.37, 1.25, 0.02], [0.33, -0.88, 1.35], [-1.72, -0.14, 0.06], [1.31, -0.96, 0.46], [1.02, 0.83, -1.41], [-0.44, 0.92, -1.51], [-0.05, -1.66, 0.29], [1.57, 0.01, 0.56], [-0.38, -1.21, 0.83], [-1.50, 0.88, -0.29], [-0.81, 0.84, 0.21], [0.93, 1.37, -0.95], [-0.58, -1.11, -1.71], [1.30, 0.50, -1.23], [0.42, 0.43, 0.57], [-0.70, 0.23, 0.91], [0.00, 0.15, 0.03], [-0.08, 0.12, -0.21], [-0.01, -0.25, -0.03], [0.09, -0.05, 0.09], [-0.03, 0.01, -0.07], [0.10, 0.03, 0.05], [-0.05, -0.12, -0.20], [0.09, 0.13, 0.11], [-0.10, -0.04, 0.12], [-0.04, -0.11, -0.11], [0.08, 0.24, -0.24], [0.27, -0.17, 0.02], [-0.10, 0.01, 0.07], [0.06, 0.04, -0.04], [-0.13, 0.01, 0.02], [0.17, 0.10, 0.08], [-0.14, -0.10, 0.00], [-0.09, -0.16, 0.15], [-0.02, -0.04, -0.06], [-0.17, -0.27, 0.22], [-0.08, 0.25, -0.02], [0.12, 0.07, -0.02], [-0.03, 0.02, 0.00], [0.16, 0.00, -0.05], [-0.15, 0.17, 0.05], [0.17, -0.08, -0.07], [0.09, 0.01, -0.22], [-0.08, -0.12, -0.13], [0.24, 0.27, -0.21], [0.10, 0.03, 0.08], [-0.10, 0.01, 0.08], [0.06, 0.04, -0.05], [-0.13, 0.03, 0.03], [0.15, 0.10, 0.07], [-0.19, -0.10, -0.04], [-0.01, -0.17, 0.19], [0.18, -0.03, 0.04], [-0.11, 0.11, 0.40], [0.20, -0.08, 0.22], [0.02, 0.08, -0.09], [-0.03, -0.02, 0.07], [0.05, 0.12, -0.07], [-0.20, -0.10, 0.02], [0.18, 0.05, -0.02], [0.13, -0.07, -0.15], [0.00, -0.10, -0.13], [0.35, -0.02, -0.17], [0.06, 0.13, 0.28], [-0.11, 0.07, -0.01], [0.08, 0.00, 0.01], [-0.08, 0.05, -0.07], [0.12, 0.09, 0.18], [-0.15, -0.06, -0.16], [-0.21, -0.07, 0.00], [0.17, -0.03, 0.03], [-0.10, 0.03, 0.39], [-0.17, -0.14, -0.11], [0.01, 0.08, -0.09], [-0.04, -0.02, 0.07], [0.06, 0.10, -0.05], [-0.20, -0.06, 0.02], [0.18, 0.05, -0.07], [0.09, -0.08, -0.20], [0.03, -0.14, -0.07], [-0.19, -0.21, 0.27], [-0.15, 0.11, 0.10], [0.12, 0.06, 0.01], [-0.07, -0.01, 0.03], [0.12, -0.01, 0.03], [-0.16, 0.12, 0.08], [0.17, -0.08, -0.07], [0.09, 0.03, -0.20], [-0.12, 0.02, 0.09], [-0.20, 0.17, -0.32], [0.27, 0.07, 0.11], [-0.01, -0.02, 0.12], [-0.02, 0.01, -0.05], [-0.01, -0.22, 0.11], [0.19, 0.17, 0.00], [-0.11, -0.15, 0.11], [0.05, -0.23, -0.01], [-0.05, 0.09, 0.13], [0.09, -0.30, 0.27], [0.17, -0.03, -0.21], [-0.10, 0.01, -0.09], [0.05, -0.05, 0.04], [-0.12, 0.01, -0.03], [0.16, -0.12, -0.09], [-0.16, 0.13, 0.03], [-0.04, 0.22, -0.02], [0.03, -0.17, 0.08], [0.33, 0.20, 0.17], [-0.21, 0.17, -0.04], [-0.01, -0.04, -0.12], [0.04, 0.06, 0.05], [0.04, -0.08, -0.10], [-0.04, 0.21, 0.00], [0.00, -0.21, -0.05], [-0.18, -0.13, -0.04]], "lowdin_charge": [-0.0887, -0.2395, -0.1988, -0.1541, -0.0710, 0.0453, -0.1936, -0.6891, 0.7938, -0.2793, -0.1198, 0.0168, -0.0250, 0.0125, -0.2386, 0.0476, 0.0133, -0.1359, -0.1374, -0.2261, -0.1181, -0.5424, 0.9363, -0.0519, -0.1571, -0.1784, 0.6715, -0.3371, -0.1719, -0.1998, 0.0011, -0.2560, 0.0559, 0.0633, 0.0913, 0.0766, 0.1166, 0.1250, 0.1160, 0.1337, 0.1249, 0.0862, 0.0981, 0.1100, 0.0769, 0.0652, 0.0585, 0.0730, 0.1192, 0.0681, 0.1209, 0.1237, 0.0790, 0.0975, 0.1190, 0.1179, 0.0881, 0.0846, -0.0870, -0.3210, -0.1001, 0.0778, 0.0742, 0.0683, 0.0888, 0.1049, 0.0144, -0.0942, -0.3167, -0.0999, 0.0767, 0.0747, 0.0732, 0.1148, 0.1115, 0.0900, -0.0846, -0.3140, -0.0982, 0.0856, 0.0696, 0.0514, 0.1019, 0.1092, 0.0863, -0.0967, -0.3247, -0.0885, 0.0761, 0.0727, 0.0666, 0.1120, 0.1081, 0.0486, -0.0909, -0.3092, -0.1260, 0.0717, 0.0712, 0.0730, 0.1145, 0.1004, 0.0932, -0.0872, -0.3164, -0.1424, 0.0787, 0.0755, 0.0723, 0.1166, 0.0989, -0.0035, -0.0932, -0.3229, -0.0957, 0.0678, 0.0750, 0.0737, 0.1114, 0.1073, 0.0833, -0.0927, -0.3187, -0.1038, 0.0785, 0.0744, 0.0714, 0.0987, 0.1118, 0.0870, -0.1016, -0.3267, -0.0872, 0.0801, 0.0711, 0.0312, 0.1103, 0.0947, 0.0837, -0.0936, -0.3243, -0.0908, 0.0772, 0.0736, 0.0727, 0.1119, 0.1059, 0.0600, -0.0980, -0.3226, -0.0911, 0.0743, 0.0734, 0.0717, 0.1144, 0.0953, 0.0807], "homo_lumo_gap_ha": 0.280, "smiles": "CCOCc1cc([C@H](I)CC)cc2c1C(=O)c1c(CCO)c(I)cc(CP(=O)(O)O)c1C2=O.CCO.CCO.CCO.CCO.CCO.CCO.CCO.CCO.CCO.CCO.CCO", "homo_ev": -8.980, "lumo_energy_ev": -1.36}

=====

Entry 2:
{"formula": "C3H6N2S2", "method": "ωB97M-V with the def2-TZVPD basis set", "symbols": ["C", "N", "S", "C", "C", "N", "S", "H", "H", "H", "H", "H", "H"], "xyz": [[2.69252, 0.27473, 0.19675], [1.43006, 0.40681, 0.24642], [0.51804, -0.66942, -0.68064], [-1.04730, -0.21588, -0.18349], [-1.97540, -1.30141, 0.16773], [-1.46029, 0.93442, 0.11742], [-0.64505, 2.35846, -0.29573], [3.33888, -0.35379, -0.47705], [3.24185, 1.02624, 0.86021], [-1.60812, -1.85647, 1.06229], [-2.88359, -0.66740, 0.27346], [-2.19890, -2.00447, -0.59594], [0.59730, 2.06819, -0.69144]], "atomic_forces_ev_per_a": [[1.19, 1.70, 0.60], [0.93, -1.03, 0.05], [1.25, -0.61, -0.97], [-0.23, -0.21, 0.91], [-1.07, 0.38, 0.93], [0.71, 1.54, -0.80], [-0.90, 0.91, 0.27], [-0.97, 0.24, 0.63], [-0.52, -1.21, -0.91], [-0.62, 0.51, -0.47], [0.10, -1.20, 0.74], [0.17, -0.71, -0.91], [-0.04, -0.31, -0.08]], "lowdin_charge": [-0.1614, -0.4231, 0.9476, -0.8498, -0.1113, -0.3712, 0.7249, 0.0830, 0.0942, 0.0970, 0.0930, 0.0586, -0.1816], "homo_lumo_gap_ha": 0.330, "smiles": "C=NS/C(C)=N\\S", "e_above_lowest_kj_mol": 250.61, "homo_ev": -8.475, "lumo_energy_ev": 0.49}

=====

Number 1: total energy -110474.588 eV. Number 2: total energy -27856.499 eV.